The molecule C2H6N4O2 in a non-equilibrium geometry. Source: OMol25; level of theory: wB97M-V/def2-TZVPD.

Atoms and positions in Å:
N (0.30620, -1.64054, 2.32689)
N (0.25794, -0.67020, 1.28036)
C (0.28162, -1.12674, -0.08370)
O (0.24027, -2.28461, -0.58285)
N (0.40783, 0.05658, -0.84580)
C (-0.03347, 1.39209, -0.61140)
N (-0.53489, 2.06357, -1.68669)
O (0.01611, 1.97821, 0.48696)
H (-0.26387, -2.45006, 2.09673)
H (1.30857, -1.98243, 2.22556)
H (-0.02573, 0.39399, 1.39696)
H (0.02579, -0.25983, -1.80212)
H (-0.93224, 1.57214, -2.59692)
H (-1.05415, 2.95783, -1.60399)

Values from the calculation:
Structure (SMILES) ... NNC(=O)NC(N)=O
Orbital gap ... 0.372 Ha